1.
{
  "formula": "C10H21N4O",
  "method": "ωB97M-V with the def2-TZVPD basis set",
  "homo_lumo_gap_ha": [0.2811, 0.2812],
  "lumo_energy_ev": [-3.532, -3.532],
  "de_lowest_kcal_mol": 173.1,
  "max_force_ev_per_a": 4.89,
  "homo_energy_ev": [-11.18, -11.18],
  "total_charge": 1,
  "species": ["C", "C", "C", "C", "C", "C", "C", "C", "C", "C", "N", "N", "N", "N", "O", "H", "H", "H", "H", "H", "H", "H", "H", "H", "H", "H", "H", "H", "H", "H", "H", "H", "H", "H", "H", "H"],
  "xyz": [[0.686102, -1.685887, 2.357804], [1.322749, -0.917142, 1.372932], [-0.715850, -0.840948, 0.215437], [-1.349951, -1.556945, -2.073618], [3.368013, -0.614788, 2.548809], [1.617289, 1.323338, 2.286148], [3.015298, 0.535591, 0.475541], [-4.210610, 1.249506, -2.703253], [-0.716737, 0.784822, -1.630641], [-2.020900, 1.493252, -1.634707], [-0.459214, -2.346550, 2.011580], [-1.035979, -1.947247, 0.873402], [-0.911737, -0.593913, -1.062105], [2.337725, 0.123301, 1.638556], [-2.862063, 0.770503, -2.492429], [0.986020, -2.002104, 3.281712], [-2.432025, -1.674649, -1.999354], [-1.005372, -1.211548, -2.993140], [-0.910324, -2.496481, -2.040144], [2.790231, -1.101700, 3.315101], [3.941303, -1.325620, 1.932941], [3.965536, 0.082485, 3.140243], [2.202976, 2.238990, 2.057618], [0.791803, 1.425488, 1.726404], [1.556920, 1.186832, 3.301227], [3.626920, -0.215399, -0.066270], [2.425331, 1.092232, -0.245203], [3.755125, 1.318126, 0.727320], [-4.952150, 0.650852, -2.130810], [-4.377802, 0.947086, -3.716845], [-4.243987, 2.298111, -2.597810], [-0.205654, 0.626731, -2.604508], [0.076761, 1.098745, -0.999789], [-1.707144, 2.449826, -2.124615], [-2.519706, 1.491655, -0.632007], [-1.828895, -2.656551, 0.484473]],
  "forces_ev_per_angstrom": [[-2.286, 0.387, -4.008], [-2.099, -0.888, -1.266], [2.284, 0.672, 0.090], [-1.259, 0.340, 1.354], [-0.593, 0.665, 0.274], [4.630, 0.553, -1.462], [2.764, 1.897, -2.736], [0.864, -2.160, 0.010], [0.754, -3.002, 0.810], [-0.178, 0.810, -0.687], [0.748, 0.257, 0.301], [-1.590, -1.925, -1.057], [0.246, -0.506, -0.115], [-0.904, -1.285, 2.923], [-0.372, -0.255, -0.284], [1.024, -0.421, 2.373], [0.087, 0.116, -0.536], [-0.186, 0.879, -1.691], [1.066, -1.908, 1.005], [-0.115, -0.494, -0.013], [-0.316, 0.490, 0.359], [0.256, 0.294, -0.805], [0.032, -0.606, 0.430], [-3.492, 0.121, -1.316], [-0.660, -0.488, 2.239], [-0.960, -0.073, 0.613], [-0.776, -0.487, 0.008], [-0.131, -0.418, 0.427], [0.531, 0.785, 0.270], [-0.378, 0.298, -0.746], [-0.420, 1.185, 0.298], [-0.911, 0.371, 0.266], [0.302, 1.527, 0.748], [-1.080, 0.181, 0.902], [0.864, 0.778, -0.498], [2.254, 2.310, 1.523]],
  "nbo_charge": [-0.181, 0.007, 0.417, -0.421, -0.399, -0.368, -0.425, -0.251, -0.210, -0.086, -0.200, -0.373, -0.419, -0.305, -0.573, 0.221, 0.219, 0.221, 0.208, 0.225, 0.250, 0.240, 0.219, 0.226, 0.227, 0.250, 0.231, 0.224, 0.186, 0.202, 0.186, 0.221, 0.211, 0.189, 0.195, 0.436]
}

---

2.
{
  "formula": "C38H24BrF4IInO4PS",
  "method": "ωB97M-V with the def2-TZVPD basis set",
  "homo_lumo_gap_ha": 0.3140,
  "lumo_energy_ev": 0.063,
  "de_lowest_kcal_mol": 0.0,
  "max_force_ev_per_a": 0.68,
  "homo_energy_ev": -8.48,
  "total_charge": 0,
  "species": ["In", "F", "C", "C", "F", "C", "F", "C", "P", "C", "C", "C", "C", "C", "C", "C", "C", "C", "C", "C", "C", "C", "Br", "C", "F", "H", "H", "H", "H", "H", "H", "H", "H", "H", "H", "I", "C", "C", "C", "C", "C", "C", "C", "O", "O", "H", "H", "H", "H", "O", "C", "O", "C", "C", "C", "C", "S", "C", "C", "H", "H", "H", "H", "H", "C", "C", "C", "C", "C", "C", "H", "H", "H", "H", "H"],
  "xyz": [[0.705234, -1.005508, -0.664710], [-6.131354, 0.742013, -0.444846], [-4.891334, 1.186665, -0.300967], [-4.529347, 1.879231, 0.833283], [-5.437108, 2.130091, 1.767834], [-3.222636, 2.309523, 0.996203], [-2.975251, 3.022367, 2.096386], [-2.236642, 2.039156, 0.058292], [-0.410622, 2.060154, 0.331298], [-0.201655, 2.354220, 2.120339], [0.462277, 3.457611, 2.643156], [0.673363, 3.556834, 4.014348], [0.219087, 2.561801, 4.866208], [-0.431686, 1.448112, 4.346040], [-0.620338, 1.335966, 2.979238], [0.114227, 3.625302, -0.448325], [1.470682, 3.750483, -0.755012], [1.937293, 4.870645, -1.428772], [1.050342, 5.864195, -1.822370], [-0.300062, 5.747093, -1.519487], [-0.767350, 4.631901, -0.835254], [-2.658563, 1.399307, -1.114645], [-1.426033, 1.078835, -2.501935], [-3.953361, 0.971417, -1.291121], [-4.325572, 0.322392, -2.393817], [0.803647, 4.246735, 1.984652], [1.182255, 4.423537, 4.418260], [0.363836, 2.657290, 5.935139], [-0.792044, 0.672137, 5.009962], [-1.116949, 0.460010, 2.568655], [2.163016, 2.962391, -0.468259], [2.991504, 4.959249, -1.665230], [1.409386, 6.727943, -2.370276], [-0.994961, 6.520706, -1.823184], [-1.823072, 4.545804, -0.605741], [-6.792889, -3.407104, 3.417649], [-4.921589, -3.085337, 2.539561], [-4.843917, -2.846837, 1.173476], [-3.613736, -2.543817, 0.609421], [-2.470045, -2.514421, 1.401875], [-2.552656, -2.815388, 2.754172], [-3.785020, -3.089752, 3.332688], [-1.197327, -1.983955, 0.823987], [-0.096298, -2.576365, 0.920412], [-1.278945, -0.848753, 0.233639], [-5.732853, -2.867560, 0.557477], [-3.538735, -2.338232, -0.453753], [-1.652182, -2.812310, 3.357315], [-3.858278, -3.292352, 4.392265], [4.534895, -7.277369, -2.791219], [4.031731, -6.542611, -3.809304], [4.352564, -6.792833, -4.934787], [3.065621, -5.457505, -3.450480], [3.027962, -4.848699, -2.201571], [2.092929, -3.865111, -1.922492], [1.177477, -3.461811, -2.894486], [-0.068991, -2.238622, -2.626730], [1.228195, -4.064705, -4.154919], [2.162886, -5.045497, -4.426275], [4.169910, -6.992365, -1.947897], [3.745448, -5.109783, -1.429502], [2.060516, -3.431087, -0.931118], [0.522477, -3.751536, -4.914971], [2.212163, -5.516084, -5.400981], [4.716635, 1.782203, -0.069686], [3.835318, 1.651802, 0.999434], [2.729006, 0.818180, 0.896873], [2.506118, 0.106524, -0.281237], [3.392937, 0.231825, -1.352859], [4.500036, 1.070846, -1.241765], [5.572704, 2.441010, 0.012426], [4.005361, 2.206908, 1.915938], [2.048251, 0.732533, 1.734716], [3.225284, -0.310344, -2.276981], [5.186829, 1.170707, -2.075651]],
  "forces_ev_per_angstrom": [[-0.090, 0.113, 0.190], [-0.174, -0.021, -0.037], [-0.028, -0.003, 0.076], [0.008, -0.028, 0.007], [-0.114, 0.048, 0.116], [0.111, 0.107, -0.089], [0.148, -0.027, 0.109], [0.082, -0.225, -0.010], [-0.042, 0.404, -0.008], [-0.059, -0.054, -0.039], [-0.050, 0.029, 0.048], [0.000, -0.001, -0.036], [-0.029, 0.009, -0.001], [0.027, 0.037, 0.026], [-0.057, -0.053, 0.002], [-0.026, -0.051, -0.076], [0.044, -0.031, -0.017], [-0.009, -0.012, -0.008], [-0.030, 0.028, 0.024], [-0.002, -0.048, -0.003], [0.057, 0.048, 0.044], [0.202, 0.104, 0.104], [-0.073, -0.098, -0.151], [0.084, -0.060, -0.220], [-0.045, -0.001, -0.014], [-0.007, 0.001, 0.016], [-0.007, -0.017, -0.020], [0.016, -0.026, -0.025], [0.022, -0.009, -0.027], [0.008, 0.056, 0.034], [-0.096, 0.130, -0.102], [-0.046, -0.025, 0.022], [-0.015, -0.041, 0.048], [0.026, -0.022, 0.010], [0.016, -0.002, -0.015], [0.092, -0.026, -0.041], [-0.130, -0.026, 0.019], [0.108, 0.040, -0.028], [-0.040, -0.001, -0.035], [0.047, 0.251, 0.011], [0.073, -0.063, -0.001], [0.057, -0.015, -0.030], [-0.057, 0.023, 0.190], [-0.041, 0.245, -0.213], [0.095, -0.534, -0.122], [0.008, -0.010, 0.027], [-0.010, 0.076, 0.097], [-0.044, 0.018, 0.004], [0.009, 0.002, -0.010], [0.137, 0.023, -0.012], [-0.041, 0.065, 0.057], [-0.019, -0.029, -0.119], [0.016, -0.020, 0.042], [0.040, -0.007, 0.072], [-0.077, -0.017, -0.112], [0.127, 0.006, 0.033], [0.116, 0.196, 0.154], [0.005, 0.011, 0.040], [-0.025, -0.032, -0.086], [-0.115, 0.003, 0.048], [-0.046, 0.007, -0.006], [0.045, -0.021, 0.073], [0.055, -0.032, 0.003], [-0.026, 0.049, 0.040], [-0.037, -0.026, 0.010], [0.048, -0.047, 0.083], [0.230, -0.113, -0.075], [-0.440, -0.387, -0.344], [0.084, 0.185, 0.283], [-0.037, -0.026, -0.057], [-0.019, -0.024, 0.006], [-0.004, -0.029, -0.056], [-0.005, 0.020, 0.006], [0.014, 0.006, 0.006], [-0.045, 0.003, 0.065]],
  "mulliken_charge": [0.848, -0.368, 0.578, 0.477, -0.323, 0.293, -0.407, -0.265, 1.245, 0.526, -0.514, -0.786, -0.597, -0.779, -0.101, 0.091, 0.336, -0.584, -0.611, -0.693, -0.558, -0.242, -0.110, 0.347, -0.401, 0.422, 0.420, 0.379, 0.452, 0.183, -0.284, 0.469, 0.380, 0.414, 0.378, 0.101, -0.119, -0.463, -0.385, 0.071, -0.417, -0.553, 0.547, -0.748, -0.159, 0.416, 0.503, 0.501, 0.389, -0.462, 0.578, -0.542, 0.738, -1.149, -0.585, 0.909, -0.236, -0.744, -0.726, 0.301, 0.270, 0.449, 0.416, 0.423, -0.520, -0.591, -0.410, 0.412, -0.473, -0.659, 0.404, 0.384, 0.696, 0.430, 0.389]
}